[1]
Density functional theory data (wB97M-V/def2-TZVPD) for a molecular structure, C50H50BrCl6N2O4P2SW.

Results
- multiplicity = 3
- net charge = +1
- Kohn-Sham gap (alpha / beta) (eV) = 6.513 / 6.590

Element x y z (Å)
W1 -0.00832 0.27058 -0.09947
Cl1 3.92505 6.47690 -1.41232
C1 2.76607 5.21500 -1.33243
C2 2.69381 4.40576 -0.20482
Cl2 3.71635 4.67246 1.15391
C3 1.77159 3.37579 -0.17733
Cl3 1.74089 2.22161 1.11308
C4 0.88462 3.11744 -1.21936
O1 -0.00925 2.16256 -1.12418
C5 0.94778 3.96308 -2.32717
Cl4 -0.14949 3.65553 -3.62114
C6 1.88983 4.97877 -2.39876
Cl5 1.97680 5.96073 -3.80049
C7 -4.46179 -4.79917 1.51432
C8 -4.52626 -3.96850 2.62667
C9 -3.44539 -3.16619 2.95664
C10 -2.27614 -3.18948 2.19186
C11 -2.21891 -4.02549 1.07805
C12 -3.30921 -4.82501 0.74318
P1 -0.87388 -2.14472 2.78692
C13 -0.51730 -3.07682 4.34326
C14 -0.67268 -4.46216 4.45390
C15 -0.36931 -5.11650 5.63829
C16 0.07500 -4.39901 6.74306
C17 0.19940 -3.02168 6.66017
C18 -0.09326 -2.37007 5.46691
C19 0.43064 -2.60223 1.59242
C20 1.19846 -3.74483 1.80722
C21 1.98543 -4.27668 0.80228
C22 1.95974 -3.66794 -0.43770
C23 1.27694 -2.47915 -0.61613
C24 0.52955 -1.83094 0.39356
H1 -5.30377 -5.42920 1.25207
H2 -5.41987 -3.94807 3.23978
H3 -3.49605 -2.53587 3.84057
H4 -1.31207 -4.08436 0.48400
H5 -3.24522 -5.48365 -0.11558
H6 -1.04511 -5.03487 3.61311
H7 -0.48739 -6.19199 5.70008
H8 0.31560 -4.91320 7.66526
H9 0.51569 -2.45039 7.52495
H10 0.00698 -1.29099 5.42434
H11 1.16063 -4.24444 2.76363
H12 2.57913 -5.16574 0.97881
H13 2.49489 -4.10315 -1.27556
H14 1.35006 -2.04763 -1.59537
Br1 -3.33720 -3.46087 -3.13332
C25 -2.08199 -2.06059 -3.16708
C26 -1.83714 -1.35101 -4.33273
C27 -0.88781 -0.35036 -4.28672
C28 -0.27997 -0.04603 -3.08713
N1 -0.56653 -0.70066 -1.94621
C29 -1.42062 -1.73206 -2.00531
H15 -2.36547 -1.59077 -5.24705
H16 -0.61788 0.20339 -5.17627
H17 0.46594 0.72705 -3.02472
H18 -1.55580 -2.30951 -1.10228
Cl6 -5.39960 -1.54468 0.33508
C30 -4.36250 -0.32810 -0.29244
C31 -4.83919 0.62707 -1.16772
C32 -3.93340 1.56326 -1.62723
C33 -2.62193 1.52385 -1.20272
N2 -2.16124 0.59857 -0.34394
C34 -3.03422 -0.32316 0.07698
H19 -5.87502 0.62795 -1.48256
H20 -4.23916 2.33799 -2.31753
H21 -1.90864 2.25299 -1.54808
H22 -2.64837 -1.09187 0.73362
C35 7.20534 -0.26495 2.42205
C36 6.20080 -0.13163 1.30802
C37 5.78773 1.12236 0.86193
C38 4.86644 1.24212 -0.16549
C39 4.34903 0.09231 -0.74793
C40 4.75940 -1.16883 -0.33501
C41 5.68531 -1.27004 0.68682
S1 3.01332 0.26730 -1.87632
O2 3.10244 1.56061 -2.48080
O3 2.92432 -0.86281 -2.75559
O4 1.79919 0.21340 -0.89775
H23 7.42040 0.70028 2.87871
H24 8.14401 -0.67308 2.04013
H25 6.84312 -0.94442 3.19492
H26 6.18819 2.01798 1.32473
H27 4.55792 2.20971 -0.54295
H28 4.36345 -2.04574 -0.82618
H29 6.01497 -2.25116 1.01356
C42 -3.60724 0.35702 3.10875
C43 -2.21321 0.74106 3.60853
C44 -2.33411 1.79501 4.71367
P2 -0.82740 1.16872 2.38980
C45 -1.22617 2.95441 1.87629
C46 -2.73352 3.15074 1.63614
C47 -0.70793 4.11439 2.72619
C48 0.58215 0.99111 3.67198
C49 1.76101 0.09162 3.21785
C50 1.15057 2.24409 4.35385
H30 -4.15980 -0.06120 3.95526
H31 -3.57767 -0.40892 2.34079
H32 -4.18134 1.20766 2.74443
H33 -1.81279 -0.16424 4.05586
H34 -2.87826 2.67877 4.38030
H35 -1.37345 2.11022 5.11605
H36 -2.90294 1.35609 5.53785
H37 -0.75446 3.02915 0.90349
H38 -3.21905 2.28267 1.19971
H39 -2.86574 3.98554 0.94237
H40 -3.25775 3.40816 2.55622
H41 -1.06102 4.06238 3.75659
H42 -1.09007 5.04586 2.29720
H43 0.37839 4.17802 2.72787
H44 0.04551 0.44748 4.44495
H45 1.82588 -0.80484 3.83732
H46 2.70900 0.62656 3.31330
H47 1.69098 -0.25539 2.19441
H48 1.77950 2.82902 3.68636
H49 1.78321 1.90271 5.17813
H50 0.39327 2.89887 4.77510

Cartesian forces (eV/Å) of the 3 atoms listed first:
0.87 0.62 -0.09
-0.02 0.01 0.00
-0.02 -0.02 -0.04

=====

[2]
Density functional theory data (wB97M-V/def2-TZVPD) for a molecular structure, C2H3Cl3NO.

Results
- net charge = -1
- Kohn-Sham gap (alpha / beta) (eV) = 6.968 / 6.292
- energy above the lowest of the compared OMol25 structures with the same formula, charge and spin (kcal per mole) = 38.4

Element x y z (Å)
C1 0.01415 -0.28850 -0.60627
C2 0.57906 -0.68474 0.69671
N1 -1.28117 1.33955 -0.33050
O1 -1.37713 1.94504 -1.41277
Cl1 1.89384 -2.46660 0.32807
Cl2 1.71823 0.38736 1.48921
Cl3 -0.56531 -1.48724 1.76523
H1 -0.85030 -0.92426 -0.97402
H2 0.75795 0.14792 -1.33023
H3 -0.88932 2.03149 0.37457

Cartesian forces (eV/Å) of the 3 atoms listed first:
0.81 -0.44 1.99
-1.59 0.52 -2.79
-0.50 0.24 0.48

=====

[3]
Density functional theory data (wB97M-V/def2-TZVPD) for 2 unconnected molecules or ions with the total composition C4H6INO.

Results
- Kohn-Sham gap (alpha / beta) (eV) = 8.249 / 7.883
- energy above the lowest of the compared OMol25 structures with the same formula, charge and spin (kcal per mole) = 144.9

Element x y z (Å)
C1 -2.47228 -0.44114 -0.20952
C2 -1.49531 -1.31109 -0.33794
C3 1.77622 0.07657 1.07433
C4 0.92127 1.50352 -0.64861
N1 2.56983 -0.22306 1.95572
O1 1.56497 0.52882 -0.07600
I1 -0.81367 -2.02528 -2.19801
H1 -3.00585 -0.03977 -1.05477
H2 -2.78137 -0.10056 0.76493
H3 0.48062 1.28824 -1.60357
H4 -0.95020 -1.72622 0.49375
H5 0.66076 2.39032 -0.09744
H6 3.54500 0.07965 1.93714

Cartesian forces (eV/Å) of the 3 atoms listed first:
-0.11 0.08 -0.17
0.28 -0.21 -0.28
-1.33 -1.07 2.39

=====

[4]
Density functional theory data (wB97M-V/def2-TZVPD) for a molecular structure, C3H8O2.

Results
- Kohn-Sham gap (eV) = 9.132
- energy above the lowest of the compared OMol25 structures with the same formula, charge and spin (kcal per mole) = 114.8

Element x y z (Å)
C1 2.28093 0.67156 0.41219
O1 0.45175 0.56384 0.45182
C2 -0.05478 -0.61902 -0.18507
C3 -1.53903 -0.47057 -0.46547
O2 -1.80273 0.58572 -1.35933
H1 2.39618 0.99411 1.46018
H2 2.49199 -0.41202 0.43045
H3 0.77567 1.18662 -0.24261
H4 0.50170 -0.78696 -1.11299
H5 0.13188 -1.44744 0.50341
H6 -1.90235 -1.38566 -0.94441
H7 -2.08923 -0.34915 0.47807
H8 -1.67128 1.41412 -0.88458

Cartesian forces (eV/Å) of the 3 atoms listed first:
0.02 -0.23 0.25
0.25 0.18 -0.08
0.01 -0.23 -0.08

=====

[5]
Density functional theory data (wB97M-V/def2-TZVPD) for a single C3H4ClNS molecule.

Results
- Kohn-Sham gap (eV) = 8.284
- energy above the lowest of the compared OMol25 structures with the same formula, charge and spin (kcal per mole) = 43.7

Element x y z (Å)
N1 -1.51727 -0.28704 0.88688
C1 -0.56941 0.41257 0.13319
S1 -0.89068 1.97789 -0.50043
C2 0.69200 -0.29582 0.26214
C3 1.51871 0.24718 -0.68551
Cl1 2.80201 -0.71862 -1.36252
H1 -2.49237 0.01963 0.70853
H2 -1.63946 -1.47196 0.68598
H3 0.98343 -1.22713 0.84484
H4 1.11304 1.34331 -0.97310

Cartesian forces (eV/Å) of the 3 atoms listed first:
-2.50 -3.61 -2.01
-1.50 0.22 2.49
0.08 -1.98 0.77

=====

[6]
Density functional theory data (wB97M-V/def2-TZVPD) for a single C6H4O2 molecule.

Results
- Kohn-Sham gap (eV) = 8.978
- energy above the lowest of the compared OMol25 structures with the same formula, charge and spin (kcal per mole) = 137.8

Element x y z (Å)
O1 2.33239 0.14310 0.62873
C1 1.14486 0.20037 -0.07025
C2 0.57348 -0.14859 -1.24469
C3 -0.79637 0.37621 -0.79858
C4 -1.57690 -0.65425 0.07815
C5 -1.09471 -0.23486 1.24028
C6 -0.08994 0.71015 0.64087
O2 -0.70656 1.64101 -0.13822
H1 2.95620 0.29527 -0.06185
H2 0.73910 -0.55467 -2.13783
H3 -2.16228 -1.37289 -0.46641
H4 -1.31927 -0.40086 2.32981

Cartesian forces (eV/Å) of the 3 atoms listed first:
-1.58 0.16 -0.82
-0.41 -1.01 0.12
0.00 2.69 4.45

=====

[7]
Density functional theory data (wB97M-V/def2-TZVPD) for 2 unconnected molecules or ions with the total composition C24H31N2.

Results
- net charge = +1
- Kohn-Sham gap (eV) = 4.930
- energy above the lowest of the compared OMol25 structures with the same formula, charge and spin (kcal per mole) = 34.4

Element x y z (Å)
C1 -1.64351 -0.50264 -0.25857
C2 -2.32184 -0.67001 0.98309
C3 -1.77291 -1.49856 1.97365
C4 -2.41100 -1.66573 3.17876
C5 -3.60155 -1.00666 3.43755
C6 -4.15617 -0.17933 2.47834
C7 -3.53194 -0.01452 1.26673
C8 -2.15033 0.20976 -1.32006
C9 -1.45732 0.38815 -2.49462
C10 -1.92577 1.16712 -3.59325
C11 -1.20261 1.19327 -4.79645
C12 -1.63882 1.94574 -5.86208
C13 -2.79497 2.69912 -5.75888
C14 -3.51930 2.69376 -4.58091
C15 -3.09807 1.93903 -3.51521
H1 -0.66639 -0.94144 -0.35833
H2 -0.84158 -2.00139 1.77380
H3 -1.98047 -2.30931 3.92776
H4 -4.09318 -1.12865 4.38826
H5 -5.07664 0.34479 2.67923
H6 -3.97366 0.64064 0.53764
H7 -3.13960 0.62109 -1.23710
H8 -0.49476 -0.08450 -2.58451
H9 -0.30194 0.60999 -4.87830
H10 -1.07638 1.94882 -6.78119
H11 -3.12981 3.29263 -6.59436
H12 -4.41707 3.28538 -4.49535
H13 -3.66692 1.95708 -2.60338
C16 3.44146 -2.38452 -1.33666
C17 2.83181 -3.58435 -0.56769
C18 2.54116 -3.07665 0.85423
N1 2.52883 -1.59339 0.77409
C19 2.64253 -0.89839 2.07435
C20 2.40687 0.60315 1.93064
C21 2.60778 1.40664 3.23064
C22 1.70384 2.63855 3.06617
C23 0.55569 2.15792 2.16275
N2 1.02523 0.92880 1.47321
C24 3.47688 -1.21819 -0.33705
H14 4.44238 -2.61760 -1.72356
H15 2.82164 -2.12809 -2.20590
H16 1.90596 -3.92123 -1.05095
H17 3.51311 -4.44466 -0.55577
H18 1.58673 -3.43330 1.25059
H19 3.33039 -3.38176 1.54748
H20 1.90021 -1.31698 2.75835
H21 3.62677 -1.09438 2.50872
H22 3.11229 0.99171 1.18361
H23 2.27745 0.80861 4.08397
H24 3.65963 1.66669 3.39921
H25 1.33908 3.03011 4.02557
H26 2.25703 3.45125 2.57910
H27 -0.32228 1.89244 2.76313
H28 0.23512 2.93024 1.45114
H29 0.98309 1.01644 0.45448
H30 4.47924 -1.09311 0.08259
H31 3.17462 -0.26960 -0.78871

Cartesian forces (eV/Å) of the 3 atoms listed first:
-0.18 0.07 0.37
-0.02 -0.05 0.10
0.20 0.02 -0.22

=====

[8]
Density functional theory data (wB97M-V/def2-TZVPD) for a single C15H25BrCl2INO4 molecule.

Results
- Kohn-Sham gap (eV) = 9.501
- energy above the lowest of the compared OMol25 structures with the same formula, charge and spin (kcal per mole) = 0.0

Element x y z (Å)
C1 -3.34961 0.99942 1.91028
C2 -3.54270 0.34308 0.53474
N1 -2.49502 -0.64718 0.25305
C3 -1.47725 -0.19481 -0.71879
C4 -0.23285 0.18855 0.05360
C5 0.99021 0.65445 -0.74036
C6 0.65133 2.02230 -1.33258
O1 0.51500 2.93943 -0.23511
C7 -0.37721 3.95423 -0.54153
I1 -0.35209 5.33504 1.10514
C8 1.31889 -0.32009 -1.92739
C9 1.02080 0.17293 -3.32466
O2 1.81728 0.81337 -3.98743
Br1 -0.68961 -0.27952 -4.18021
O3 2.11490 0.89910 0.04888
C10 2.44841 -0.00080 1.07018
C11 3.04592 -1.32582 0.63044
Cl1 1.82288 -2.62600 0.45811
C12 4.07724 -1.84210 1.62720
C13 3.59700 -1.96218 3.05548
Cl2 5.56627 -0.87123 1.50661
C14 -3.04674 -1.92816 -0.07793
C15 -3.64469 -2.15130 -1.44154
O4 -3.04409 -2.82332 0.74615
H1 -4.01426 0.54768 2.62764
H2 -2.33868 0.82698 2.24524
H3 -3.52240 2.06731 1.88634
H4 -3.62505 1.08947 -0.24936
H5 -4.49580 -0.16946 0.56373
H6 -1.87115 0.60993 -1.32943
H7 -1.28967 -1.01791 -1.38989
H8 -0.51881 0.98413 0.72951
H9 -0.01499 -0.65671 0.68553
H10 -0.30073 1.99011 -1.84752
H11 1.45628 2.38785 -1.95714
H12 -0.08413 4.51832 -1.41693
H13 -1.39589 3.59504 -0.60875
H14 0.88524 -1.29490 -1.77206
H15 2.38677 -0.46485 -1.92784
H16 3.23902 0.48738 1.62103
H17 1.65032 -0.17634 1.78153
H18 3.54675 -1.22319 -0.31842
H19 4.35101 -2.83004 1.29550
H20 2.99369 -1.12434 3.37617
H21 3.03428 -2.86886 3.20978
H22 4.46211 -1.97887 3.69877
H23 -4.31599 -1.36221 -1.75089
H24 -4.11087 -3.11717 -1.47447
H25 -2.84133 -2.16873 -2.17036

Cartesian forces (eV/Å) of the 3 atoms listed first:
0.11 -0.01 -0.43
0.03 -0.18 0.86
-0.05 0.17 -0.83

=====

For reference, F_max by record: 1.07; 3.25; 2.94; 0.36; 4.83; 5.20; 1.38; 3.17 eV Å⁻¹.